Below is a cluster of 14 separate species, C42H54F10O42 in total, with properties calculated with ωB97M-V/def2-TZVPD.

E_tot	-157600.404	eV
E_HOMO	-10.8988	eV
LUMO energy	-0.01	eV
HOMO-LUMO gap	10.9	eV
F_max	0.0683	hartree/bohr

Geometry as XYZ:
```
148
Properties=species:S:1:pos:R:3:forces:R:3
F 6.861 -7.465 2.706 0.09 -0.18 -0.04
C 3.607 -9.321 10.752 -0.11 -1.00 1.90
C 4.075 -7.103 10.127 -0.65 -0.08 -0.42
O 1.496 -6.597 5.914 0.78 -1.67 -0.47
H 3.675 -8.931 11.772 0.03 0.52 -0.27
O 10.167 -5.330 4.047 0.06 -0.49 0.45
H 3.078 -2.812 5.156 -0.38 0.04 0.25
O 1.690 -11.267 2.041 -0.23 0.01 0.14
H 4.369 -10.105 10.739 0.01 0.15 -0.62
H 4.243 -1.615 7.541 0.14 -0.40 0.16
H 8.915 -9.320 7.623 -0.25 0.13 -0.20
O 1.810 -10.103 3.958 0.25 1.62 0.34
H 5.259 -2.435 -0.285 0.12 0.42 0.61
O 7.801 0.090 -0.807 0.17 0.44 -0.65
O 6.019 -9.905 8.837 0.35 -0.08 0.43
H 4.114 -5.819 6.361 0.20 0.11 0.43
O 2.611 -12.148 3.902 -1.31 -0.16 0.44
H 2.625 -9.796 10.707 0.03 0.08 -0.47
O 6.576 -4.680 -1.651 -0.28 -0.66 0.15
H 4.919 -4.797 9.873 -0.12 0.35 0.01
O 3.817 -6.332 9.082 -0.24 -0.13 -0.98
F 1.189 -7.176 3.707 0.72 0.61 -0.04
C 0.628 -7.075 4.953 -2.80 -0.78 -0.45
O 9.567 -4.669 8.946 1.34 0.13 -0.31
C 5.369 -4.756 4.439 0.53 -0.98 0.17
H 3.326 -4.312 9.110 -0.08 -0.15 0.37
C 5.837 -7.942 1.941 -0.39 -0.62 -1.12
F 2.302 -1.420 6.401 -0.30 0.39 -0.51
H 6.105 -1.326 -1.443 0.26 -0.10 0.33
H 4.669 -4.773 8.104 0.10 -0.03 0.21
C 7.267 -9.309 9.086 -0.20 -0.19 -0.74
H 5.756 -3.141 2.100 0.62 -0.40 -0.05
O 0.374 -2.851 0.665 -0.42 -0.70 0.17
C 11.347 -5.395 3.426 -0.74 -0.30 -0.42
H 5.597 -6.520 7.182 0.07 0.48 -0.02
O 4.230 -4.787 4.064 -0.78 0.02 0.30
C 8.190 -9.989 8.077 -0.01 -0.49 1.00
O 3.498 1.412 -0.597 0.73 0.04 -0.04
C 0.015 -2.635 1.954 -0.66 1.17 -0.24
O 5.396 -0.921 6.018 0.55 0.14 0.26
O 11.060 -2.012 5.785 0.09 0.65 -0.70
H 10.312 1.956 -2.889 -0.16 0.40 0.29
H 3.620 -7.805 2.160 0.13 -0.61 -0.33
O 11.523 -5.561 2.248 0.14 0.21 0.04
C 4.550 -1.951 6.553 0.46 0.87 -0.24
C 5.082 -6.306 6.251 -1.04 -0.58 -0.61
H 6.797 -2.183 3.211 0.06 -0.12 0.15
O 12.278 -5.269 4.357 0.50 -0.34 0.73
O 6.812 -4.889 0.669 -0.85 -0.69 -0.46
H 13.899 -5.877 3.110 -0.36 -0.53 0.33
C 5.203 -1.517 -0.866 -0.66 -0.72 -1.77
O 5.973 -9.342 1.739 0.46 0.35 -0.16
C 13.630 -5.212 3.930 0.27 1.06 -1.09
C 7.533 -4.401 -2.652 1.00 0.17 0.56
O 6.341 -4.057 3.903 0.38 0.86 0.12
H 7.871 -0.149 1.909 -0.22 0.03 0.42
C 8.514 -3.493 -1.916 -0.37 1.12 -0.45
F 8.263 -5.533 -2.930 -0.49 -0.41 -0.18
C -0.518 -6.017 4.928 1.62 -1.31 0.13
O 7.718 -4.339 10.180 0.17 -0.35 -0.21
H 9.554 -3.568 -2.225 -0.11 -0.51 -0.06
F 2.996 -3.272 2.011 0.06 0.24 0.70
O -0.881 -1.935 2.291 0.17 -0.25 0.05
H 4.833 -7.281 5.817 0.37 0.06 -0.43
H 13.772 -4.224 3.477 0.21 0.09 0.21
C 2.571 -10.225 5.193 -1.79 -1.42 0.49
H 8.920 -5.923 2.383 0.89 -0.29 0.16
H 8.909 -4.259 2.858 -0.06 0.04 0.09
F 1.436 -12.250 5.894 -0.55 0.04 -0.32
H 12.080 0.739 5.096 0.23 -0.15 0.24
O 5.462 -11.122 3.038 -0.18 0.21 -0.35
H 4.556 -7.019 3.375 0.06 -0.14 0.13
O 5.188 0.684 4.445 0.30 -0.65 0.04
H 5.025 -2.479 3.429 0.23 0.02 0.64
O 9.011 -1.865 4.858 -0.26 -0.10 0.00
H 5.878 -7.495 0.952 -0.03 0.31 0.15
C 1.378 -5.274 5.978 -0.59 1.35 0.33
F 13.009 -1.210 6.546 -0.01 0.21 -0.12
H 2.018 -9.806 6.034 -0.47 -0.06 -0.24
O 4.455 -6.743 11.197 0.40 -0.06 0.64
O 3.613 -0.358 -1.977 -0.41 -0.04 -0.76
C 9.498 1.370 -2.472 0.40 -0.36 -0.95
H 3.535 -9.725 5.244 0.09 -0.55 -0.82
C 5.987 -2.901 3.139 -0.95 0.20 -0.87
H 0.218 -8.072 5.116 0.57 -0.04 0.75
C 8.534 -5.551 7.096 0.47 -1.10 1.05
O 10.633 -0.444 4.251 0.03 0.15 -0.38
H 12.840 -2.211 4.835 0.16 -0.05 0.11
C 4.555 -7.884 2.713 0.05 1.20 1.12
O 9.381 1.690 -1.090 0.40 0.42 -0.81
C 2.523 -11.768 5.254 3.45 0.38 0.52
C 1.247 -3.965 0.654 1.45 0.27 0.50
C 8.474 1.026 -0.415 -0.68 -1.73 1.08
O 0.254 -4.895 5.341 -0.59 1.15 -0.18
O 2.119 -4.548 6.563 -0.15 -0.22 -0.26
C 1.817 -3.955 2.067 -0.70 -0.83 -1.01
O 5.919 -5.504 5.411 0.26 0.08 0.02
O 3.753 -8.362 9.752 0.07 0.62 -0.33
F 7.180 -7.984 8.742 -0.07 0.16 0.40
O 7.621 -5.345 8.172 -0.56 0.17 -0.01
C 4.003 0.376 -0.870 -1.83 -0.26 -0.41
H 6.539 0.792 1.292 0.03 0.33 0.00
O 8.345 -3.945 -0.605 0.94 -0.19 1.38
H 0.809 -4.940 0.439 -0.47 0.33 -0.33
H 2.125 -3.735 0.055 -0.48 -0.27 -0.61
O 5.072 -10.990 7.118 -0.02 -0.33 -0.09
C 6.040 -10.553 7.640 -0.32 0.87 0.05
O 8.483 1.426 0.835 0.24 1.59 0.34
O 0.840 -3.288 2.810 0.61 -0.27 0.13
H 3.429 -12.187 5.692 -0.30 -0.04 0.36
H 8.589 1.540 -3.046 -0.17 0.28 0.30
C 4.202 -4.955 9.070 0.43 -0.07 0.23
H 7.081 -4.067 -3.582 -0.29 0.10 0.24
F 3.053 -2.482 -1.432 -0.24 -0.12 -0.06
H 8.442 -4.757 6.359 0.07 -0.23 -0.23
H 8.279 -2.422 -1.906 -0.31 -0.12 -0.33
H -1.328 -6.247 5.621 0.23 0.12 0.29
H 5.126 -2.874 6.560 -0.26 -0.13 0.03
C 3.336 -1.877 5.648 0.39 -1.12 -0.62
H 8.364 -6.580 6.784 -0.20 0.34 -0.83
O 4.859 -0.335 -0.163 0.78 -0.65 0.84
H 7.504 -9.428 10.140 0.07 0.29 -0.02
H 7.492 1.421 2.681 0.28 0.30 -0.22
H -0.949 -6.007 3.929 0.31 0.81 -0.12
C 12.013 -0.217 4.581 -0.78 -0.40 0.07
C 4.046 -1.683 -1.909 1.40 1.36 1.22
C 4.821 -0.323 4.973 0.06 1.15 0.03
C 5.349 -9.974 2.756 0.73 -0.77 0.92
H 4.363 -2.048 -2.885 -0.19 0.05 0.02
C 12.303 -1.457 5.411 0.60 -0.60 0.62
H 12.620 -0.223 3.679 -0.14 0.17 -0.07
C 7.525 0.876 1.745 -0.11 -1.56 -0.46
C 8.998 -5.273 3.256 -0.93 0.72 -1.54
C 8.254 -4.768 9.206 -0.56 0.92 0.13
F 10.827 -5.075 6.995 0.42 0.31 0.75
H 14.296 -5.310 4.779 -0.27 -0.19 0.16
H 1.953 -4.980 2.413 0.43 0.32 0.64
C 10.124 -1.475 4.955 -0.05 0.01 0.19
C 9.881 -5.524 7.830 -1.62 0.16 0.14
O 4.675 -9.077 3.501 -0.82 0.39 -0.54
O 7.273 -10.519 7.137 0.50 -0.35 -0.77
H 8.729 -10.806 8.563 0.01 -0.08 -0.13
H 9.790 0.341 -2.692 -0.14 -0.22 0.66
H 8.081 -5.481 3.792 0.55 0.00 0.84
C 7.195 -4.588 -0.410 0.76 1.22 -0.82
O 3.713 -0.991 4.608 -1.03 -0.19 0.60
H 10.143 -6.467 8.317 0.46 -0.13 -0.58
C 1.973 -11.190 3.193 0.72 0.05 -0.62
```
Positions in Å, forces in eV/Å.